{"formula": "C18H12N4OV", "method": "the ωB97M-V functional and the def2-TZVPD basis", "symbols": ["C", "H", "C", "C", "N", "H", "H", "C", "C", "C", "C", "H", "H", "C", "H", "V", "N", "C", "N", "C", "C", "H", "N", "C", "C", "H", "C", "C", "H", "C", "O", "H", "H", "H", "C", "C"], "positions_angstrom": [[-1.7852, -1.7013, 0.8895], [3.8041, -0.3499, 3.7062], [-1.2002, -0.8144, -0.0270], [-2.1310, 0.9620, -3.0371], [1.4700, 0.4805, -2.4599], [-3.4483, -2.9584, 1.3462], [0.6782, -2.4386, 1.6815], [2.5393, 2.7599, 0.2276], [1.0136, -0.4163, 0.9877], [2.8989, 0.7453, 2.0699], [-3.9128, -0.5577, -2.5848], [4.1153, 3.8126, 1.2112], [-1.3090, -1.9326, 1.8298], [3.5166, 2.9125, 1.2024], [4.4718, 1.9851, 2.8858], [0.3436, 1.2844, -1.2663], [-1.4360, 0.5504, -1.9629], [3.0421, -0.3697, 2.9369], [1.7479, 1.6778, 0.1628], [-3.7326, -1.9510, -0.5200], [-1.9686, -0.4217, -1.1684], [-4.8754, -0.9949, -2.8237], [0.0123, -0.1998, 0.0541], [-3.2179, -0.9910, -1.4350], [-3.3616, 0.4233, -3.3852], [2.3991, -2.3535, 3.3955], [2.2482, -1.4837, 2.7705], [1.9098, 0.6804, 1.0803], [-4.6979, -2.4016, -0.7160], [3.7068, 1.9009, 2.1226], [2.1132, -0.1066, -3.1627], [-1.6862, 1.7439, -3.6445], [-3.8660, 0.7875, -4.2696], [2.3877, 3.5281, -0.5248], [-3.0285, -2.2688, 0.6265], [1.2391, -1.5231, 1.8009]], "atomic_forces_ev_per_a": [[-0.0526, -0.0584, 0.0584], [0.0021, 0.0001, 0.0033], [-0.0910, -0.0110, -0.0532], [0.0680, 0.0223, -0.1684], [0.0078, 0.0627, -0.2383], [-0.0310, -0.0023, -0.0161], [-0.0404, 0.0222, -0.0228], [0.0440, 0.1176, -0.0406], [0.1151, 0.0517, 0.0493], [0.0075, -0.1131, -0.0367], [0.0855, 0.0061, 0.0515], [0.0135, -0.0080, 0.0202], [0.0577, 0.0269, -0.0157], [-0.0327, -0.0317, -0.0427], [0.0093, 0.0159, -0.0090], [-0.2299, -0.4716, 0.7429], [0.2793, 0.0653, 0.0446], [-0.0278, -0.0526, -0.0310], [-0.1789, 0.0573, -0.3373], [0.0411, 0.0237, 0.0045], [-0.0845, -0.0779, 0.0738], [-0.0070, 0.0211, -0.0306], [0.0354, 0.3156, -0.2502], [-0.0201, 0.0165, -0.0221], [-0.0143, 0.0129, 0.0588], [0.0213, 0.0129, 0.0121], [-0.0001, 0.0249, -0.0037], [-0.0175, 0.0063, 0.1028], [-0.0034, -0.0107, 0.0107], [-0.0480, 0.0038, -0.0222], [0.0629, -0.0239, 0.0846], [-0.0119, -0.0190, -0.0121], [-0.0150, -0.0074, 0.0102], [0.0337, 0.0215, 0.0351], [0.0274, 0.0208, -0.0155], [-0.0052, -0.0402, 0.0053]], "mulliken_spin": [0.112, 0.000, 0.082, 0.017, 0.445, 0.003, -0.005, 0.025, 0.068, -0.020, 0.037, 0.000, -0.010, 0.002, 0.001, 0.097, -0.007, 0.127, 0.009, 0.188, 0.059, 0.002, 0.281, -0.015, 0.006, 0.002, -0.019, -0.005, -0.001, 0.042, 0.403, -0.004, 0.000, -0.003, -0.011, 0.092], "spin_multiplicity": 3, "de_lowest_kj_mol": 0.0, "total_charge": 3, "e_homo_ev": [-18.230, -18.532], "gap_ev": [5.51, 5.13]}

{"formula": "C18H13Cl2N3O2", "method": "the ωB97M-V functional and the def2-TZVPD basis", "symbols": ["H", "H", "C", "H", "C", "C", "H", "C", "H", "C", "Cl", "C", "C", "C", "H", "H", "H", "H", "C", "O", "H", "C", "H", "Cl", "N", "C", "C", "N", "C", "C", "C", "H", "N", "C", "H", "C", "C", "O"], "positions_angstrom": [[2.0145, -2.6980, -0.4826], [-1.0827, 0.7921, -1.2054], [-1.0951, 0.7579, 2.2648], [0.9255, -0.5488, -1.2102], [-1.8452, -2.3970, -0.4628], [-3.9981, 0.8555, -0.7510], [-4.0486, 1.8868, -0.3835], [1.4250, 0.7770, 2.2697], [0.6245, -4.6531, 0.1224], [0.1532, 1.5352, 2.1096], [2.8426, 1.7029, 2.1362], [-1.0713, -1.3121, -0.8845], [-1.8060, -0.0360, -1.2132], [-1.0727, -0.5969, 2.4983], [-2.9258, -2.2812, -0.3962], [-3.9028, 1.7980, -2.7092], [-4.7107, 0.2186, -2.6902], [-2.8177, -0.1732, 0.6718], [0.1556, -3.7100, -0.1517], [0.1919, -2.5623, 2.8199], [-4.9180, 0.3611, -0.4097], [0.9306, -2.6006, -0.5170], [-1.9418, 0.6018, -3.3148], [2.8591, -1.5023, 2.4112], [-2.8021, 0.2562, -0.2473], [-2.2863, 1.5318, 2.2864], [0.1851, -1.3456, 2.6282], [-3.2574, 2.1879, 2.2772], [-2.5437, 0.0653, -2.5748], [-1.2304, -3.5851, -0.0825], [0.3220, -1.4081, -0.9157], [-1.8537, -4.4094, 0.2793], [-3.2299, -2.0448, 2.5623], [-3.8772, 0.7938, -2.2784], [-2.7632, -0.9401, -2.9574], [-2.2555, -1.3908, 2.5817], [1.4351, -0.5755, 2.4291], [0.1166, 2.7208, 1.7809]], "atomic_forces_ev_per_a": [[-0.1902, 0.1297, -0.1554], [0.4329, -0.1042, -0.1427], [-0.1684, -1.5928, 0.9571], [-0.1463, -0.1572, 0.0502], [0.4783, -0.1424, 0.0521], [-0.4249, 0.5356, 0.2354], [-0.2738, 0.1386, -0.1974], [0.0933, -0.8310, 0.0657], [-0.0112, 0.2726, 0.0183], [0.3867, 1.7591, -0.8394], [0.0728, -0.0517, -0.0655], [-0.3451, -0.1027, -0.0969], [0.7092, 0.8054, -0.4617], [-0.4953, 1.5939, -0.1883], [0.2312, -0.0866, -0.0301], [0.0115, -0.1753, -0.0074], [0.0943, 0.2182, -0.0623], [-0.1050, -0.0533, -0.9662], [0.0087, 0.4196, 0.1268], [-0.1480, 2.3027, -0.1063], [0.2486, -0.0756, 0.0671], [-0.1162, -0.4870, -0.1621], [-0.0585, -0.2173, 0.1087], [0.0610, 0.1311, 0.1138], [-0.6393, -0.5308, 1.2546], [-2.6832, 1.6569, -0.3541], [0.5776, -2.2783, -0.3528], [2.2657, -1.5241, 0.2429], [-0.2143, -0.3985, 0.0051], [-0.2448, -0.1940, -0.1375], [-0.1118, -0.2836, 0.3782], [0.3255, 0.2286, -0.1894], [2.4054, 1.6835, 0.1755], [0.0984, -0.0683, -0.1211], [0.1938, 0.1879, 0.0435], [-2.6655, -1.5570, 0.0243], [0.2238, 1.0156, -0.0538], [0.1230, -2.1671, 0.7711]], "nbo_charge": [0.217, 0.160, -0.124, 0.209, -0.225, -0.209, 0.183, -0.126, 0.221, 0.489, 0.116, -0.046, -0.054, -0.065, 0.229, 0.211, 0.212, 0.384, -0.213, -0.426, 0.188, -0.234, 0.215, 0.119, -0.661, 0.247, 0.467, -0.208, -0.399, -0.198, -0.184, 0.222, -0.210, -0.413, 0.209, 0.235, -0.108, -0.428], "smiles": "N#CC1=C(C#N)C(=O)C(Cl)=C(Cl)C1=O.c1ccc([C@H]2CCCN2)cc1", "de_lowest_kj_mol": 6.6, "e_homo_ev": -8.245, "gap_ev": 5.05}

{"formula": "C18H13F2N3OS", "method": "the ωB97M-V functional and the def2-TZVPD basis", "symbols": ["H", "F", "C", "H", "C", "S", "N", "H", "H", "C", "C", "H", "C", "H", "N", "O", "H", "H", "C", "C", "H", "C", "C", "F", "C", "H", "C", "C", "C", "H", "H", "C", "H", "C", "N", "C", "C", "C"], "positions_angstrom": [[2.7691, -3.0343, 0.6686], [-6.4319, 3.9593, -3.3140], [3.7866, -1.4582, 1.6779], [4.5623, -1.5458, 4.9875], [3.2130, -2.7445, 1.5848], [1.7901, 1.4193, 0.4398], [-0.7710, 1.7272, -0.5275], [-6.4813, 1.9918, -3.3125], [4.4682, -1.1259, -0.2876], [-3.0320, 2.0630, -1.3448], [-4.7050, 3.5134, -0.7669], [3.4547, -3.7794, 4.7940], [3.9168, -0.5807, 0.4833], [-5.3321, 4.2633, -0.2290], [-0.7279, -1.7926, -2.4334], [-4.0719, 1.9142, -2.2480], [4.8294, -0.1240, 3.0412], [-2.7146, 3.3775, 0.3558], [3.1081, -3.5784, 2.6997], [1.7480, -0.8988, -0.7504], [2.0661, -1.8808, -1.0427], [-1.8143, 1.2252, -1.2123], [-5.1105, 2.7388, -1.8547], [-7.5392, 2.7408, -1.8311], [4.3269, -1.0709, 2.9265], [-1.5158, -1.7492, -3.0762], [4.1667, -1.9035, 4.0474], [-6.4264, 2.8256, -2.6375], [3.5762, -3.1399, 3.9159], [0.1816, -2.0866, -2.7724], [4.5671, 0.2805, 0.7267], [0.3181, 0.9662, -0.3999], [2.6435, -4.5635, 2.6035], [-0.6724, -0.6672, -1.6868], [-1.7926, 0.0269, -1.8026], [0.4100, -0.2753, -0.9867], [2.5572, -0.1033, 0.0440], [-3.3210, 3.0698, -0.4798]], "atomic_forces_ev_per_a": [[-0.2194, -0.4118, -0.7975], [-0.5903, 1.3417, -0.5946], [0.7140, -1.0864, 1.7774], [-0.0808, -0.1763, 0.1575], [0.2175, 0.8893, 1.0841], [-0.0749, -0.1685, 0.0596], [-0.5604, 0.8277, 0.2951], [-0.1438, -0.3900, -0.5608], [-0.4793, 0.1111, -0.2945], [-0.4113, 1.2601, 0.5679], [0.4621, -1.0367, -0.8193], [0.1069, 0.2022, -0.2462], [0.3745, 1.2326, 0.2275], [0.7996, -0.8325, -0.6203], [0.7648, -1.0104, -0.3713], [-0.2887, -0.6131, 0.4560], [0.0296, 0.2001, -0.0724], [0.0737, 0.0119, -0.1382], [-0.1879, 0.0892, -0.9748], [-0.7755, 1.9304, 0.9756], [-0.0844, -0.2070, -0.3007], [0.9171, -0.5727, -0.5303], [0.9567, 1.3955, 1.9663], [0.6992, 0.5081, -0.1313], [-0.9168, -0.9300, -0.3150], [0.5391, -0.3191, 0.0515], [0.5488, 0.8952, -0.7957], [1.5330, -1.9291, 1.0127], [-0.1187, -0.5159, 1.0758], [-0.5219, -0.3060, -0.2100], [-0.3109, -0.3112, -0.0094], [-0.8152, 0.5333, -0.1074], [0.1581, 0.3644, 0.0255], [-2.1812, -0.8131, -1.8625], [-0.6588, 1.4064, 0.5401], [3.8590, -0.5758, 1.5062], [-1.1894, -1.3707, -2.0399], [-2.1443, 0.3772, 0.0132]], "nbo_charge": [0.202, -0.316, -0.017, 0.215, -0.201, 0.419, -0.495, 0.141, 0.239, 0.225, -0.284, 0.215, -0.464, 0.244, -0.780, -0.393, 0.208, 0.245, -0.202, -0.241, 0.216, 0.383, 0.195, -0.338, -0.198, 0.409, -0.204, 0.542, -0.219, 0.382, 0.228, 0.109, 0.217, 0.433, -0.498, -0.232, -0.148, -0.237], "smiles": "Nc1nc(-c2ccc(C(F)F)o2)nc2sc(Cc3ccccc3)cc12", "de_lowest_kj_mol": 37.6, "e_homo_ev": -8.204, "gap_ev": 8.42}

{"formula": "C18H13FN6OS", "method": "the ωB97M-V functional and the def2-TZVPD basis", "symbols": ["N", "C", "C", "H", "H", "C", "N", "C", "C", "C", "N", "H", "C", "H", "C", "C", "C", "C", "H", "H", "H", "H", "C", "N", "C", "H", "H", "S", "F", "N", "O", "C", "H", "C", "C", "H", "H", "C", "N", "C"], "positions_angstrom": [[4.8094, -4.6685, 2.5701], [-0.1280, 4.5547, -1.0849], [-0.1232, -0.6987, -0.2302], [0.7376, 3.9330, -0.8135], [2.0253, -1.1212, -1.4054], [-1.5754, -2.6646, -1.0067], [-0.8569, -3.8044, -0.8762], [-2.0982, 3.3183, 0.6383], [0.9245, -2.0028, 1.6356], [4.1119, -3.9155, 1.9729], [-1.6177, 2.6757, -0.6045], [-3.0932, 3.8066, 0.4882], [-1.0162, 4.4459, 1.0158], [-0.4198, 3.0289, -2.4435], [-1.7484, -4.8827, -1.0820], [3.0925, -3.1098, 1.3387], [0.9300, -1.5092, 0.3102], [1.9419, -2.8974, 2.0779], [-1.5597, -5.9370, -0.9595], [-2.2751, 2.5598, 1.4448], [-1.4194, 5.0156, 1.8307], [-0.0615, 3.9346, 1.3570], [3.2087, -2.4585, 0.0235], [1.7275, 2.2930, 0.9594], [-1.2655, 1.3502, -0.6410], [0.1428, 5.3015, -1.8167], [4.1837, -2.6114, -0.5171], [-2.3711, 0.0356, -1.2317], [-0.1032, -1.6362, 2.5648], [-2.8780, -4.4406, -1.5615], [-0.7927, 5.2667, -0.0550], [-1.2223, -1.2371, -0.8405], [1.6765, -3.1375, 3.1055], [0.8712, 1.5664, 0.5682], [2.1061, -1.7102, -0.4726], [0.1475, -3.8850, -0.8921], [-1.9373, 4.0340, -2.2181], [-1.1080, 3.5219, -1.6913], [-2.7798, -3.0622, -1.4482], [-0.1864, 0.7484, -0.0095]], "atomic_forces_ev_per_a": [[-2.3394, 2.8576, -2.2347], [-1.2916, -0.4676, -0.7496], [-1.2396, 1.2166, 0.5032], [0.0555, 0.7524, 0.6952], [0.8371, -0.8411, 0.3206], [-2.2537, -1.2451, -1.9476], [0.2942, -1.6236, 0.9132], [0.6841, 0.8652, 0.1799], [-0.1958, -0.1516, -0.3233], [2.1486, -2.7371, 1.6735], [-0.1661, -0.4981, -0.7430], [0.7261, -0.2247, -0.2024], [-0.6363, -2.8261, 1.2919], [-1.3546, -0.3255, 0.8118], [0.6188, 1.2306, -1.2448], [-0.3346, 1.1606, -1.6056], [1.8933, -0.9714, 1.7730], [-2.3707, 2.2689, 0.6289], [0.5991, 0.1322, 0.0049], [0.5780, 0.5524, -0.7663], [-0.1251, 0.4885, 0.4105], [-1.0641, 0.5958, -0.3350], [-0.0998, -0.6758, 0.8469], [-3.0558, -2.8067, -1.2984], [-0.4949, -1.8662, 1.2753], [0.2226, 0.0799, -0.2992], [-1.3541, 0.3697, 0.4293], [1.0257, 0.4205, -0.0269], [2.1566, -0.9801, -2.2312], [1.0942, 1.5561, 1.6747], [0.9728, 0.4778, -0.6906], [-0.3117, 0.6667, 0.2956], [1.0170, -0.8175, -0.0300], [2.4971, 1.7969, 0.9179], [0.1667, -0.3609, 1.0927], [0.0058, -0.0381, 0.5051], [0.3390, -0.2966, 0.1806], [0.8922, 1.1148, -0.4266], [-0.3159, 1.3421, -0.0302], [0.1795, -0.1915, -1.2392]], "nbo_charge": [-0.270, -0.088, 0.009, 0.183, 0.245, 0.276, -0.543, -0.234, 0.434, 0.262, -0.527, 0.198, -0.078, 0.216, 0.145, -0.155, -0.141, -0.226, 0.216, 0.221, 0.189, 0.182, -0.168, -0.316, 0.160, 0.196, 0.248, 0.464, -0.332, -0.245, -0.515, -0.211, 0.260, 0.288, -0.190, 0.430, 0.198, -0.229, -0.287, -0.266], "smiles": "N#Cc1ccc(-c2c(-c3nnc[nH]3)sc(N3CCOCC3)c2C#N)c(F)c1", "e_homo_ev": -8.813, "gap_ev": 8.13}